# 1
Formula: C4H28BO22
Source: OMol25
Level of theory: the ωB97M-V functional and the def2-TZVPD basis

Last column: natural (NBO) charge in e.
Cartesian coordinates (Å):
1 O -2.187 1.921 2.048  -0.606
2 C -1.469 1.549 1.165  0.732
3 O -0.424 0.766 1.218  -0.664
4 B 0.067 0.453 -0.140  1.201
5 O -0.695 1.332 -1.030  -0.654
6 C -1.698 1.852 -0.340  0.688
7 O -2.542 2.595 -0.758  -0.584
8 O -0.146 -0.974 -0.453  -0.660
9 C 0.999 -1.611 -0.584  0.697
10 O 1.150 -2.779 -0.774  -0.572
11 C 2.118 -0.551 -0.368  0.702
12 O 1.536 0.611 -0.185  -0.654
13 O 3.297 -0.780 -0.357  -0.600
14 O -2.614 -2.674 -0.260  -0.967
15 H -2.391 -2.785 0.671  0.477
16 H -2.431 -1.746 -0.438  0.482
17 O -3.494 -0.178 -1.646  -0.948
18 H -3.628 0.730 -1.346  0.475
19 H -4.320 -0.629 -1.441  0.476
20 O -3.382 1.245 4.482  -0.966
21 H -2.849 1.610 3.752  0.498
22 H -4.254 1.119 4.098  0.458
23 O 4.217 -3.777 -1.568  -0.942
24 H 4.105 -3.972 -0.633  0.466
25 H 4.256 -2.815 -1.599  0.475
26 O -1.208 5.140 0.742  -0.958
27 H -2.069 4.868 0.394  0.490
28 H -1.292 5.026 1.693  0.468
29 O 3.370 -0.624 -3.609  -0.937
30 H 4.219 -1.003 -3.855  0.464
31 H 3.429 -0.487 -2.656  0.471
32 O 0.066 -5.687 0.640  -0.946
33 H 0.290 -6.609 0.488  0.460
34 H 0.174 -5.257 -0.217  0.487
35 O 3.881 2.860 0.615  -0.958
36 H 4.652 2.282 0.630  0.476
37 H 3.333 2.510 -0.095  0.479
38 O -4.221 4.057 1.105  -0.956
39 H -3.920 3.163 1.313  0.490
40 H -5.022 3.940 0.587  0.464
41 O 0.988 1.225 3.925  -0.939
42 H 0.838 0.379 3.493  0.468
43 H 1.815 1.545 3.548  0.472
44 O 6.009 0.742 -0.072  -0.944
45 H 5.711 0.293 0.727  0.476
46 H 6.902 0.419 -0.221  0.472
47 O 0.788 -3.847 -3.589  -0.953
48 H 0.878 -3.516 -2.686  0.487
49 H -0.157 -3.799 -3.764  0.462
50 O -1.526 2.022 -3.767  -0.946
51 H -2.469 2.127 -3.920  0.459
52 H -1.434 2.067 -2.805  0.481
53 O -2.701 -1.416 2.348  -0.948
54 H -2.760 -1.803 3.227  0.476
55 H -1.783 -1.130 2.269  0.475

charge = -1
HOMO level = -8.1 eV
multiplicity = 1
LUMO level = 2.1567 eV
HOMO-LUMO gap = 10.3 eV
energy relative to the best compared isomer or geometry (same formula, charge and spin) = 103.4 kJ/mol

---

# 2
Formula: C15H31F3IN2O5S3
Source: OMol25
Level of theory: the ωB97M-V functional and the def2-TZVPD basis

Last column: natural (NBO) charge in e.
Cartesian coordinates (Å):
1 C -5.022 -2.989 -0.726  -0.647
2 C -4.347 -1.617 -0.672  -0.064
3 O -3.704 -1.375 0.633  -0.486
4 C -4.219 -0.345 1.299  0.478
5 C -5.376 -0.354 1.948  -0.123
6 N -5.494 0.912 2.470  0.023
7 O -6.591 1.263 3.213  -0.463
8 C -4.459 1.648 2.159  0.285
9 C -4.339 3.093 2.600  0.974
10 F -3.935 3.110 3.868  -0.289
11 F -5.530 3.674 2.543  -0.280
12 F -3.505 3.778 1.839  -0.286
13 N -3.625 0.888 1.442  -0.321
14 C -2.320 1.306 0.937  -0.130
15 I -0.821 0.183 2.050  0.157
16 C -2.100 1.060 -0.548  -0.458
17 C -2.533 2.259 -1.408  -0.615
18 H -4.996 -3.492 0.231  0.235
19 H -4.538 -3.581 -1.487  0.234
20 H -6.049 -2.852 -1.040  0.225
21 H -5.078 -0.838 -0.849  0.183
22 H -3.573 -1.555 -1.425  0.201
23 H -6.090 -1.137 2.057  0.272
24 H -6.384 1.031 4.131  0.500
25 H -2.108 2.333 1.164  0.255
26 H -2.529 0.136 -0.899  0.224
27 H -1.032 0.961 -0.683  0.254
28 H -1.888 2.302 -2.275  0.239
29 H -3.538 2.132 -1.794  0.211
30 H -2.429 3.189 -0.862  0.209
31 C 3.140 -0.445 1.953  -0.830
32 S 3.563 0.433 0.447  1.235
33 O 2.577 0.011 -0.598  -1.018
34 C 5.090 -0.445 0.129  -0.838
35 H 2.182 -0.067 2.303  0.211
36 H 3.065 -1.513 1.751  0.254
37 H 3.901 -0.261 2.711  0.239
38 H 4.887 -1.514 0.047  0.251
39 H 5.790 -0.255 0.943  0.236
40 H 5.504 -0.066 -0.805  0.261
41 C 5.139 4.796 -3.046  -0.832
42 S 5.003 3.393 -1.932  1.249
43 O 5.962 2.360 -2.401  -0.987
44 C 3.366 2.879 -2.473  -0.845
45 H 6.119 5.245 -2.903  0.243
46 H 5.038 4.457 -4.077  0.232
47 H 4.365 5.525 -2.807  0.226
48 H 3.385 2.670 -3.543  0.229
49 H 2.650 3.672 -2.252  0.218
50 H 3.091 1.977 -1.928  0.262
51 C 2.399 -3.996 -0.462  -0.833
52 S 3.349 -4.709 0.888  1.251
53 O 4.279 -3.650 1.373  -0.999
54 C 4.306 -5.839 -0.126  -0.830
55 H 1.753 -3.222 -0.051  0.240
56 H 3.073 -3.555 -1.196  0.239
57 H 1.789 -4.774 -0.923  0.228
58 H 4.855 -5.278 -0.882  0.234
59 H 3.634 -6.557 -0.597  0.231
60 H 5.004 -6.364 0.522  0.247

charge = +1
HOMO level = -10.2 eV
multiplicity = 1
LUMO level = -3.6598 eV
HOMO-LUMO gap = 6.6 eV
energy relative to the best compared isomer or geometry (same formula, charge and spin) = 28.7 kJ/mol

---

# 3
Formula: C4H9NO
Source: OMol25
Level of theory: the ωB97M-V functional and the def2-TZVPD basis

Last column: natural (NBO) charge in e.
Cartesian coordinates (Å):
1 C 0.104 0.508 -0.985  -0.091
2 C 0.630 1.103 -2.057  -0.405
3 C -1.839 -0.476 -0.099  0.068
4 N -1.123 -0.166 -1.118  -0.442
5 H 0.482 0.503 0.116  0.338
6 H 0.087 1.228 -2.993  0.181
7 H 1.622 1.527 -2.028  0.221
8 H -2.866 -0.798 -0.197  0.187
9 H -1.271 -0.370 0.866  0.321
10 H -1.381 -0.413 -2.068  0.408
11 C 1.128 -0.546 2.122  -0.235
12 O 0.029 0.149 1.621  -0.946
13 H 0.942 -0.929 3.135  0.145
14 H 1.441 -1.423 1.516  0.115
15 H 2.017 0.102 2.169  0.135

charge = 0
HOMO level = -7.3 eV
multiplicity = 1
LUMO level = -0.6622 eV
HOMO-LUMO gap = 6.7 eV
energy relative to the best compared isomer or geometry (same formula, charge and spin) = 500.4 kJ/mol

---

# 4
Formula: C35H53N4OP2V
Source: OMol25
Level of theory: the ωB97M-V functional and the def2-TZVPD basis

Last column: Löwdin spin population.
Cartesian coordinates (Å):
1 C -1.263 -1.366 -2.408  0.005
2 C 0.725 -2.393 -1.639  0.012
3 C -1.370 -2.269 -3.460  0.005
4 C 0.519 -3.444 -2.571  0.003
5 C -0.495 -3.356 -3.501  0.006
6 H -2.159 -2.110 -4.195  0.000
7 H 1.230 -4.267 -2.554  0.000
8 H -0.620 -4.114 -4.269  0.000
9 N -0.236 -1.398 -1.534  0.004
10 P -2.514 -0.007 -0.374  0.014
11 P 2.348 -0.726 -0.111  0.008
12 C -2.312 -0.284 -2.190  0.011
13 H -1.987 0.652 -2.671  0.000
14 H -3.269 -0.561 -2.656  0.002
15 C 1.892 -2.263 -0.856  0.033
16 H 2.557 -3.126 -0.802  0.002
17 C 3.494 0.136 -1.423  0.003
18 C 3.390 -1.248 1.409  0.000
19 C -3.413 1.661 -0.217  0.006
20 C -3.640 -1.486 0.068  -0.003
21 C 3.553 1.630 -1.074  0.001
22 H 4.037 1.815 -0.106  0.000
23 H 4.134 2.157 -1.847  0.000
24 H 2.552 2.076 -1.048  0.001
25 C 4.901 -0.474 -1.457  0.000
26 H 5.470 -0.322 -0.532  0.000
27 H 4.862 -1.545 -1.698  0.000
28 H 5.469 0.015 -2.263  0.000
29 C 2.910 -0.059 -2.827  0.001
30 H 3.501 0.536 -3.543  0.000
31 H 2.950 -1.111 -3.140  0.000
32 H 1.876 0.279 -2.900  0.001
33 C 4.090 0.000 1.970  0.000
34 H 3.370 0.807 2.164  0.000
35 H 4.562 -0.259 2.930  0.000
36 H 4.880 0.387 1.315  0.000
37 C 2.454 -1.804 2.486  0.001
38 H 1.782 -1.043 2.894  0.001
39 H 1.858 -2.648 2.122  0.000
40 H 3.075 -2.175 3.316  0.000
41 C 4.382 -2.373 1.079  -0.001
42 H 5.133 -2.104 0.333  0.000
43 H 4.918 -2.632 2.004  0.000
44 H 3.859 -3.273 0.738  0.000
45 C -4.030 -1.317 1.544  0.000
46 H -4.575 -2.216 1.867  0.000
47 H -3.140 -1.226 2.184  0.000
48 H -4.689 -0.456 1.715  0.000
49 C -2.891 -2.819 -0.098  -0.001
50 H -2.579 -2.988 -1.136  0.000
51 H -2.020 -2.908 0.555  -0.001
52 H -3.588 -3.628 0.172  0.000
53 C -4.882 -1.609 -0.833  -0.002
54 H -5.492 -2.442 -0.451  0.000
55 H -5.523 -0.726 -0.841  0.000
56 H -4.611 -1.851 -1.869  0.000
57 C -2.698 2.724 -1.062  0.002
58 H -2.713 2.494 -2.135  0.000
59 H -3.219 3.685 -0.924  0.000
60 H -1.656 2.863 -0.753  0.002
61 C -3.351 2.090 1.255  0.001
62 H -2.311 2.187 1.594  0.001
63 H -3.839 3.072 1.356  0.000
64 H -3.864 1.388 1.923  0.000
65 C -4.863 1.569 -0.701  0.001
66 H -4.929 1.155 -1.717  0.000
67 H -5.497 0.994 -0.014  0.000
68 H -5.284 2.584 -0.744  0.000
69 V -0.033 0.050 -0.001  2.400
70 C -0.416 -1.178 1.297  0.172
71 O -0.648 -1.974 2.153  0.166
72 N 0.202 1.355 -1.559  0.003
73 C 0.301 1.991 -2.550  0.057
74 C 0.485 2.832 -3.653  0.005
75 C 0.273 4.227 -3.528  0.010
76 C 0.884 2.290 -4.902  0.010
77 C 0.477 5.059 -4.629  -0.001
78 H -0.047 4.628 -2.563  0.000
79 C 1.091 3.141 -5.988  -0.001
80 H 1.016 1.211 -4.990  0.000
81 C 0.884 4.519 -5.854  0.010
82 H 0.314 6.133 -4.524  0.000
83 H 1.414 2.719 -6.941  0.000
84 H 1.039 5.176 -6.713  0.001
85 C 0.361 3.800 0.621  0.002
86 C 0.335 2.812 1.718  0.016
87 N 0.201 1.481 1.712  0.021
88 C 0.238 1.084 3.060  0.007
89 C 0.393 2.184 3.849  0.000
90 N 0.449 3.258 2.986  0.006
91 H -0.631 4.263 0.504  0.000
92 H 1.070 4.602 0.878  0.000
93 H 0.672 3.344 -0.319  0.001
94 H 0.134 0.058 3.367  0.000
95 H 0.454 2.281 4.920  0.000
96 H 0.533 4.241 3.232  0.000

charge = +1
HOMO level (spin up / spin down) = -8.5 / -8.4 eV
multiplicity = 4
expectation value of S² = 3.77
LUMO level (spin up / spin down) = -2.8992 / -3.3056 eV
HOMO-LUMO gap (spin up / spin down) = 5.6 / 5.1 eV
energy relative to the best compared isomer or geometry (same formula, charge and spin) = 0.0 kJ/mol